Here is a molecular structure, C37H69FNO15S7 from the OMol25 dataset. Energies are from the ωB97M-V functional and the def2-TZVPD basis.

The value obtained for the energy above the lowest of the compared OMol25 structures with the same formula, charge and spin is 10.4 kcal per mole. The calculation puts the HOMO energy at -10.7 eV.

Structure (ORCA input):
```
! wB97M-V def2-TZVPD RIJCOSX def2/J DEFGRID3
* xyz 1 1
C -28.022 5.244 52.622
C -26.813 5.240 51.692
O -26.876 5.824 50.676
N -25.724 4.452 52.249
H -25.718 4.263 53.272
H -25.788 3.508 52.020
C -24.372 4.957 51.854
H -28.791 6.121 52.499
H -27.805 5.095 53.739
H -28.816 4.685 52.294
H -24.102 5.965 51.823
H -24.407 5.192 50.853
H -23.353 4.434 52.039
F -33.234 3.720 51.104
C -32.762 4.993 51.304
C -31.500 5.370 50.753
C -31.015 6.722 51.080
C -31.758 7.636 51.822
C -33.029 7.251 52.291
C -33.510 5.963 52.036
H -30.914 4.835 50.142
H -30.293 7.126 50.588
H -31.458 8.644 52.047
H -33.491 7.897 52.884
H -34.524 5.883 52.545
C -24.788 8.978 56.746
C -26.123 9.627 56.333
C -26.331 9.324 55.017
S -26.019 7.605 54.851
O -25.756 7.304 53.499
O -27.221 6.982 55.474
C -24.672 7.674 55.915
H -24.943 8.783 57.765
H -23.884 9.482 56.690
H -26.225 10.597 56.750
H -26.744 9.197 56.977
H -25.645 9.721 54.407
H -27.397 9.242 54.571
H -23.790 7.689 55.278
H -24.654 6.795 56.581
C -28.100 1.788 47.262
C -27.002 2.807 47.179
C -27.376 3.734 48.107
S -27.911 2.750 49.555
O -29.079 3.322 50.216
O -26.761 2.554 50.365
C -28.221 1.302 48.699
H -27.782 0.996 46.675
H -28.997 2.092 46.962
H -26.985 3.267 46.205
H -25.910 2.377 47.259
H -28.071 4.445 47.910
H -26.535 4.168 48.598
H -29.209 0.970 48.941
H -27.179 0.819 48.854
C -22.306 3.728 56.448
C -21.974 2.444 55.713
C -23.282 2.054 55.061
S -24.588 3.035 55.709
O -25.692 2.242 56.201
O -24.947 4.060 54.803
C -23.698 3.607 57.043
H -22.134 4.448 55.704
H -21.465 3.805 57.038
H -21.716 1.723 56.569
H -21.173 2.427 55.035
H -23.737 0.937 55.061
H -23.116 2.202 54.204
H -23.897 2.863 57.819
H -24.067 4.558 57.487
C -31.644 4.576 55.994
C -30.351 4.814 56.627
C -29.679 3.603 56.625
S -30.037 2.755 55.198
O -30.347 1.388 55.553
O -29.012 2.912 54.108
C -31.406 3.738 54.773
H -32.066 5.469 55.723
H -32.529 4.048 56.626
H -30.567 5.098 57.760
H -29.826 5.556 55.992
H -30.164 2.937 57.317
H -28.719 3.860 56.738
H -32.219 3.044 54.461
H -31.093 4.290 53.790
C -17.971 5.870 54.104
C -17.928 4.351 54.065
C -18.786 3.757 53.185
S -19.938 5.016 52.798
O -21.220 4.499 53.123
O -19.712 5.517 51.446
C -19.417 6.197 53.908
H -17.413 6.168 53.197
H -17.648 6.637 54.990
H -18.141 4.017 55.147
H -16.989 3.953 54.061
H -19.248 2.651 53.443
H -18.430 3.481 52.219
H -20.032 6.055 54.814
H -19.793 6.989 53.293
C -21.203 2.252 49.033
C -22.659 2.685 48.747
C -23.478 1.591 49.142
S -22.677 0.791 50.556
O -22.874 -0.665 50.593
O -22.913 1.701 51.763
C -21.008 1.218 50.142
H -20.576 2.986 49.187
H -20.860 2.019 48.068
H -22.853 3.149 47.821
H -22.831 3.648 49.220
H -23.462 0.716 48.435
H -24.573 1.843 49.481
H -20.616 0.314 49.658
H -20.469 1.369 50.964
C -27.058 -1.445 54.470
C -25.900 -1.902 53.585
C -25.371 -0.826 52.973
S -26.626 0.200 52.609
O -27.145 -0.259 51.351
O -26.329 1.594 52.756
C -27.730 -0.276 53.884
H -26.965 -0.988 55.440
H -27.790 -2.222 54.664
H -26.328 -2.518 52.746
H -25.313 -2.467 54.253
H -24.817 -0.919 52.011
H -24.678 -0.348 53.656
H -28.730 -0.497 53.244
H -27.926 0.576 54.462
*
```

***

Here is 9 unconnected molecules or ions with the total composition C37H69N12O3P2 from the OMol25 dataset. Energies are from the ωB97M-V functional and the def2-TZVPD basis.

The calculation puts the HOMO energy at -5.6 eV.

Structure (ORCA input):
```
! wB97M-V def2-TZVPD RIJCOSX def2/J DEFGRID3
* xyz -1 1
C 0.593 1.133 1.861
O 1.096 -0.212 1.819
H -0.306 1.203 2.509
H 1.389 1.830 2.123
H 0.228 1.416 0.886
O -4.737 1.510 -4.231
P -4.737 0.505 -3.130
N -5.257 -1.058 -3.534
C -5.151 -2.095 -2.497
C -5.427 -1.565 -4.895
N -5.575 1.206 -1.862
C -5.320 1.215 -0.476
C -6.734 1.951 -2.342
N -3.287 0.145 -2.276
C -2.379 -0.808 -2.797
C -2.672 1.227 -1.562
H -4.759 -1.741 -1.547
H -4.616 -2.855 -2.994
H -6.179 -2.522 -2.280
H -5.688 -0.758 -5.631
H -6.185 -2.420 -4.892
H -4.516 -1.952 -5.328
H -4.651 0.374 -0.303
H -4.812 2.094 -0.163
H -6.229 1.101 0.137
H -6.772 1.949 -3.412
H -7.720 1.558 -2.009
H -6.658 3.014 -2.028
H -2.062 -1.512 -1.964
H -2.860 -1.419 -3.512
H -1.519 -0.336 -3.249
H -3.297 2.045 -1.416
H -1.699 1.497 -2.095
H -2.473 0.873 -0.525
O 3.752 4.938 -0.684
P 2.938 4.531 -1.831
N 3.063 2.919 -2.062
C 2.121 2.323 -2.940
C 3.509 2.022 -1.038
N 3.372 4.991 -3.396
C 4.600 4.449 -3.869
C 3.302 6.442 -3.479
N 1.387 5.064 -1.657
C 0.364 5.026 -2.734
C 0.842 4.845 -0.287
H 2.032 2.903 -3.879
H 1.086 2.246 -2.569
H 2.425 1.307 -3.134
H 2.647 1.586 -0.543
H 4.113 2.554 -0.238
H 4.152 1.234 -1.465
H 5.487 5.037 -3.551
H 4.662 3.400 -3.584
H 4.639 4.467 -4.979
H 4.034 6.848 -2.775
H 3.542 6.701 -4.504
H 2.310 6.909 -3.244
H -0.236 4.117 -2.553
H -0.283 5.901 -2.651
H 0.828 4.975 -3.747
H 1.639 5.214 0.351
H 0.728 3.819 -0.088
H -0.064 5.433 -0.179
N 2.146 -1.029 -0.605
C 1.358 -1.097 -1.760
C 2.237 -1.402 -2.788
C 3.503 -1.670 -2.210
C 3.386 -1.445 -0.886
H 1.772 -0.678 0.381
H 0.244 -0.863 -1.794
H 2.016 -1.393 -3.825
H 4.419 -2.038 -2.658
H 4.211 -1.475 -0.151
N 0.996 -2.122 4.132
C 0.213 -3.279 4.103
C 0.307 -3.890 5.321
C 1.107 -3.032 6.139
C 1.478 -1.955 5.384
H 1.048 -1.469 3.329
H -0.263 -3.516 3.177
H -0.305 -4.703 5.685
H 1.299 -3.091 7.197
H 2.216 -1.120 5.474
N 2.349 -3.841 0.569
C 2.350 -4.736 1.583
C 1.951 -5.951 0.997
C 1.712 -5.721 -0.390
C 1.986 -4.401 -0.644
H 2.715 -2.898 0.649
H 2.615 -4.428 2.616
H 1.875 -6.973 1.511
H 1.328 -6.424 -1.102
H 1.968 -3.776 -1.515
N -1.504 -1.102 5.818
C -2.418 -0.308 5.252
C -3.048 0.410 6.276
C -2.463 0.000 7.482
C -1.485 -0.975 7.189
H -0.846 -1.642 5.335
H -2.454 -0.235 4.178
H -3.750 1.265 6.168
H -2.632 0.533 8.398
H -0.741 -1.580 7.687
N 3.549 -0.681 2.583
C 4.438 -0.055 1.754
C 5.545 -0.899 1.688
C 5.222 -2.075 2.350
C 4.036 -1.890 2.959
H 2.644 -0.385 2.492
H 4.407 1.007 1.437
H 6.430 -0.721 1.082
H 5.923 -2.955 2.297
H 3.339 -2.585 3.492
N -1.180 -1.663 0.958
C -2.493 -1.427 1.240
C -3.213 -2.494 0.698
C -2.289 -3.430 0.142
C -1.059 -2.859 0.327
H -0.394 -0.993 1.285
H -2.838 -0.530 1.744
H -4.332 -2.482 0.797
H -2.589 -4.432 -0.098
H -0.063 -3.193 -0.011
*
```

***

Here is a molecular structure, C37H70BrN2NbO12PS5 from the OMol25 dataset. Energies are from the ωB97M-V functional and the def2-TZVPD basis.

The calculation puts the HOMO energy at -4.1 eV.

Structure (ORCA input):
```
! wB97M-V def2-TZVPD RIJCOSX def2/J DEFGRID3
* xyz -1 1
C 4.992 3.077 1.507
C 5.727 1.666 1.030
C 4.649 0.744 0.140
N 4.171 1.590 -0.953
Nb 2.090 1.452 -1.496
C 2.166 -0.809 -1.877
C 3.670 -1.379 -2.293
C 3.555 -2.812 -3.149
C 4.295 -2.675 -4.608
S 3.995 -4.254 -5.583
O 2.704 -5.016 -5.156
O 3.833 -3.864 -7.087
O 5.303 -5.369 -5.330
C 1.351 1.268 0.650
C 1.250 -0.204 1.308
C 1.343 0.008 2.966
Br -0.438 -1.220 0.985
N 2.743 1.892 -3.502
C 2.417 0.934 -4.414
O 1.931 -0.063 -5.187
C 2.031 3.755 -1.188
C 2.962 4.726 -2.182
C 2.992 6.387 -1.988
C 2.110 7.159 -0.829
C 1.195 6.186 0.155
C 1.167 4.528 -0.041
P -0.287 1.572 -2.377
C -1.556 2.286 -1.156
C -2.589 1.086 -0.616
C -0.301 2.862 -3.841
C -0.625 2.172 -5.295
H 5.579 4.023 1.112
H 3.889 3.186 1.130
H 4.937 3.124 2.697
H 6.588 1.963 0.257
H 6.149 1.100 1.962
H 3.926 0.287 0.910
H 5.329 -0.128 -0.311
H 4.731 1.368 -1.827
H 1.802 -1.492 -1.012
H 1.469 -1.099 -2.803
H 4.164 -1.705 -1.256
H 4.297 -0.564 -2.856
H 4.168 -3.645 -2.551
H 2.450 -3.203 -3.189
H 3.950 -1.717 -5.185
H 5.458 -2.587 -4.424
H 5.163 -5.752 -4.395
H 0.297 1.788 0.861
H 2.118 1.897 1.317
H 2.143 -0.947 1.064
H 1.869 -0.979 3.380
H 1.983 0.940 3.271
H 0.255 0.071 3.392
H 3.664 4.314 -3.025
H 3.655 7.095 -2.684
H 2.121 8.335 -0.693
H 0.582 6.733 1.008
H 0.516 3.941 0.729
H -1.130 2.949 -0.294
H -2.270 3.007 -1.787
H -2.294 0.073 -1.175
H -2.493 0.893 0.534
H -3.713 1.293 -0.945
H 0.694 3.517 -3.842
H -1.177 3.646 -3.638
H -0.868 1.026 -5.216
H -1.444 2.743 -5.916
H 0.375 2.247 -5.934
C 0.092 -5.716 -2.695
C -0.490 -5.934 -1.299
C -1.189 -4.639 -0.887
S -1.715 -3.851 -2.401
O -0.981 -2.612 -2.554
O -3.160 -3.912 -2.494
C -1.017 -5.062 -3.506
H 0.421 -6.655 -3.149
H 0.958 -5.046 -2.635
H -1.219 -6.753 -1.332
H 0.284 -6.212 -0.577
H -2.061 -4.836 -0.258
H -0.503 -3.961 -0.372
H -0.655 -4.575 -4.414
H -1.802 -5.782 -3.753
C -0.083 12.979 -1.566
C -0.353 12.042 -2.742
C 0.578 10.840 -2.593
S 0.892 10.665 -0.843
O 2.295 10.927 -0.599
O 0.230 9.472 -0.356
C -0.046 12.091 -0.331
H -0.850 13.755 -1.481
H 0.886 13.474 -1.702
H -1.396 11.707 -2.710
H -0.198 12.544 -3.703
H 0.116 9.924 -2.972
H 1.535 11.009 -3.094
H 0.434 12.567 0.526
H -1.050 11.752 -0.060
C -3.494 -4.043 3.078
C -4.810 -4.096 3.852
C -4.616 -3.303 5.143
S -3.369 -2.074 4.792
O -2.197 -2.366 5.590
O -3.985 -0.762 4.770
C -3.053 -2.587 3.115
H -3.611 -4.401 2.052
H -2.747 -4.674 3.575
H -5.605 -3.635 3.252
H -5.114 -5.126 4.062
H -5.539 -2.806 5.452
H -4.247 -3.940 5.952
H -1.997 -2.452 2.876
H -3.671 -1.972 2.454
C -4.625 -8.880 7.646
C -6.149 -8.830 7.549
C -6.506 -7.856 6.428
S -5.136 -7.889 5.282
O -4.496 -6.590 5.292
O -5.554 -8.538 4.056
C -4.126 -9.022 6.216
H -4.285 -9.708 8.275
H -4.252 -7.946 8.083
H -6.532 -9.828 7.306
H -6.605 -8.525 8.497
H -7.420 -8.156 5.909
H -6.610 -6.834 6.803
H -3.071 -8.765 6.101
H -4.312 -10.030 5.832
*
```

***

Here is a molecular structure, C37H71IN2O4Si2 from the OMol25 dataset. Energies are from the ωB97M-V functional and the def2-TZVPD basis.

The calculation puts the HOMO energy at -4.8 eV.

Structure (ORCA input):
```
! wB97M-V def2-TZVPD RIJCOSX def2/J DEFGRID3
* xyz 0 1
C 3.422 -4.948 -0.175
C 2.815 -6.202 0.568
C 1.309 -6.533 0.217
C 0.321 -5.295 0.218
C -0.596 -5.234 -1.094
C -0.687 -3.757 -1.705
C 0.715 -3.444 -2.363
C 1.196 -1.954 -2.238
C 1.421 -1.468 -0.752
C 1.564 0.099 -0.587
C 0.050 0.590 -0.790
O -0.475 0.990 0.486
C -1.507 0.101 0.970
C -1.359 0.031 2.578
C -1.206 1.461 3.226
C 1.788 0.568 0.921
N 2.446 1.674 0.800
C 2.763 2.217 -0.579
I 4.820 2.975 -0.319
O 1.743 3.142 -0.842
C 1.799 4.358 -0.063
C 2.234 5.567 -1.003
O 3.422 6.206 -0.533
C 3.892 7.054 -1.590
C 4.698 6.271 -2.707
C 2.683 0.853 -1.440
C 2.315 1.018 -2.988
C 2.807 2.398 -3.610
C 3.270 2.155 -5.131
C 4.440 3.162 -5.522
O 5.597 2.429 -5.995
C 4.086 0.118 -1.398
C 5.071 0.224 -2.497
C 6.358 -0.489 -2.478
C 6.755 -1.364 -1.348
C 5.795 -1.457 -0.252
C 4.503 -0.740 -0.269
H 3.343 -4.984 -1.290
H 2.984 -4.017 0.280
H 4.530 -4.896 0.056
H 3.451 -7.090 0.272
H 2.978 -6.034 1.671
H 1.297 -7.140 -0.725
H 0.946 -7.227 1.034
H 0.840 -4.302 0.333
H -0.373 -5.398 1.092
H -0.065 -5.842 -1.886
H -1.607 -5.690 -0.945
H -1.539 -3.778 -2.448
H -0.996 -3.051 -0.890
H 0.600 -3.656 -3.469
H 1.463 -4.190 -1.990
H 2.210 -1.897 -2.742
H 0.542 -1.244 -2.825
H 2.244 -2.072 -0.293
H 0.481 -1.754 -0.189
H -0.004 1.493 -1.468
H -0.609 -0.187 -1.250
H -1.400 -0.959 0.613
H -2.534 0.473 0.715
H -2.319 -0.432 3.003
H -0.530 -0.681 2.864
H -1.023 1.345 4.329
H -0.325 2.005 2.799
H -2.183 1.995 3.103
H 1.477 0.015 1.836
H 2.762 2.218 1.607
H 0.732 4.587 0.235
H 2.377 4.300 0.891
H 1.395 6.330 -1.004
H 2.297 5.157 -2.047
H 3.040 7.625 -2.069
H 4.581 7.848 -1.185
H 5.681 6.730 -2.977
H 4.855 5.194 -2.423
H 4.070 6.245 -3.648
H 2.698 0.150 -3.596
H 1.196 0.997 -3.150
H 1.931 3.093 -3.675
H 3.663 2.871 -3.067
H 2.406 2.163 -5.841
H 3.721 1.119 -5.195
H 4.765 3.784 -4.641
H 4.076 3.784 -6.382
H 5.920 1.848 -5.287
H 4.879 0.827 -3.414
H 7.078 -0.400 -3.331
H 7.728 -1.917 -1.382
H 6.051 -2.109 0.625
H 3.851 -0.928 0.616
C -4.938 -1.790 1.994
Si -6.111 -1.123 3.314
C -5.028 -0.386 4.674
C -7.035 -2.609 4.012
N -7.145 0.026 2.597
Si -8.346 0.849 3.493
C -7.635 1.904 4.885
C -9.644 -0.310 4.220
C -9.266 2.032 2.338
H -4.264 -2.537 2.433
H -5.497 -2.268 1.187
H -4.328 -0.983 1.578
H -4.235 -1.092 4.955
H -5.602 -0.171 5.577
H -4.551 0.537 4.333
H -7.740 -3.007 3.279
H -7.581 -2.356 4.923
H -6.330 -3.409 4.270
H -7.279 1.293 5.717
H -8.406 2.575 5.284
H -6.810 2.521 4.523
H -10.018 -0.998 3.460
H -10.495 0.268 4.602
H -9.247 -0.889 5.056
H -9.744 1.484 1.523
H -8.579 2.769 1.913
H -10.043 2.570 2.892
*
```

***

Number 1: LUMO energy -1.843 eV, largest force on an atom 12.93 eV Å⁻¹. Number 2: LUMO energy 2.334 eV, largest force on an atom 3.89 eV Å⁻¹. Number 3: LUMO energy 1.407 eV, largest force on an atom 9.72 eV Å⁻¹. Number 4: LUMO energy -1.910 eV, largest force on an atom 3.27 eV Å⁻¹.